# C3H3NO3

One molecule with the formula C3H3NO3 (the ωB97M-V functional and the def2-TZVPD basis, OMol25).

The geometry in XYZ format:
```
10
Properties=species:S:1:pos:R:3:forces:R:3
N -0.94362 1.37955 -1.04911 0.3 -0.4 0.2
C -0.44379 0.40984 -0.42319 -0.2 0.3 -0.2
O 0.77710 -0.14605 -0.76376 0.0 0.0 0.0
C 1.59207 -0.55778 0.24599 0.0 0.0 0.5
O 1.37449 -0.40566 1.41145 0.1 0.0 -0.6
C -1.28634 -0.28544 0.62435 0.0 -0.5 0.1
O -1.30510 -1.48272 0.74136 0.0 0.6 0.0
H -0.32756 1.69756 -1.79977 0.0 0.0 0.1
H 2.48735 -1.01490 -0.19266 -0.1 0.0 0.1
H -1.92460 0.40559 1.20534 0.0 -0.2 -0.1
```
Positions in Å, forces in eV/Å.

Properties
ΔE to the lowest compared entry with this formula, charge and spin, kJ/mol: 151.94
SMILES: [H]/N=C(/C=O)OC=O
Max |F|, hartree/bohr: 0.012
Charge: 0
Multiplicity: 1
Electronic energy, hartree: -396.56656
HOMO energy, Ha: -0.3914